Here is a structure of composition C12H14CoN2O5 at a distorted geometry from the OMol25 dataset. Energies are from wB97M-V/def2-TZVPD.

Calculated values
Frontier orbital gap (spin up / spin down): 7.1919 / 7.3310 eV
Net charge: -1
E_LUMO (spin up / spin down): 3.0 / 3.0 eV
Maximum force: 1.3 eV/A

```
34
Properties=species:S:1:pos:R:3:forces:R:3
Co -0.645217 -0.285593 -0.448319 0.6220 -0.4733 -0.1969
O -0.377694 0.287369 -2.497563 -0.0698 -0.0014 0.0709
C -0.331974 1.699300 -2.313339 0.0162 0.0120 -0.0021
C -1.624053 2.097452 -1.621647 0.0099 0.0158 -0.0464
N -1.742027 1.417510 -0.323237 0.1047 -0.0809 0.0081
C -3.125374 1.024547 -0.014388 -0.0146 -0.0284 0.0086
C -3.447955 -0.352543 -0.623152 -0.2203 0.1837 0.0318
O -4.619275 -0.618194 -0.869429 0.1446 -0.0335 0.0124
O -2.425960 -1.101812 -0.770869 0.4282 0.0908 0.0966
C -1.092429 2.092656 0.802617 0.0298 0.0186 0.0204
C -0.764343 1.053166 1.897617 0.0361 0.1154 0.0316
O -0.655216 1.436217 3.052063 -0.0237 -0.0519 -0.0748
O -0.621595 -0.150120 1.466201 -0.0665 -0.1367 -0.1921
H 0.504208 -0.122857 -2.283569 0.0447 -0.0501 0.0602
H -0.251999 2.207184 -3.279598 -0.0114 -0.0027 -0.0004
H 0.537301 1.970807 -1.705051 -0.0028 -0.0159 -0.0017
H -2.453501 1.760363 -2.245565 -0.0039 0.0010 0.0046
H -1.698163 3.186596 -1.512017 0.0009 -0.0114 0.0097
H -3.845642 1.776400 -0.346180 0.0124 -0.0054 -0.0053
H -3.218629 0.916341 1.067394 -0.0043 0.0010 0.0003
H -1.710933 2.891863 1.222120 -0.0051 -0.0107 -0.0034
H -0.147149 2.525893 0.466062 -0.0068 -0.0133 -0.0019
N 0.972329 -0.900768 -0.727249 -1.2103 0.5426 -0.0476
C 1.869737 -1.514464 0.097805 0.2110 -0.0712 0.2648
C 3.252747 -1.380819 -0.142534 -0.1254 0.0333 0.0197
C 4.186579 -1.993162 0.673273 -0.0371 -0.0576 0.0511
C 3.775006 -2.785065 1.740384 0.0269 -0.0126 0.0155
C 2.414414 -2.943744 1.983688 0.0665 0.0297 -0.0147
C 1.473702 -2.314894 1.188349 0.0298 0.0308 -0.1207
H 3.563112 -0.777354 -0.987519 0.0087 0.0049 -0.0015
H 5.244097 -1.863828 0.472023 0.0053 0.0000 -0.0037
H 4.505577 -3.272263 2.374472 0.0026 -0.0030 0.0015
H 2.084080 -3.554173 2.816073 -0.0028 -0.0020 0.0062
H 0.416242 -2.411997 1.391077 0.0043 -0.0179 -0.0010
```
Forces are in eV/Å.

=====

Here is a structure of composition C21H21Cl2CsN4O5 at a distorted geometry from the OMol25 dataset. Energies are from wB97M-V/def2-TZVPD.

Calculated values
Energy relative to the best compared isomer or geometry (same formula, charge and spin): 0.549 eV
Frontier orbital gap: 5.5689 eV
Net charge: -2
E_LUMO: 4.0 eV
Maximum force: 1.3 eV/A

```
54
Properties=species:S:1:pos:R:3:forces:R:3
Cs 1.040959 -0.316661 -1.435152 -0.1793 0.3469 0.0731
N 3.807215 0.315882 2.859432 -0.0502 -0.0080 -0.0108
C 3.566007 -0.711972 1.829536 0.0531 -0.0309 0.0563
C 3.381566 -0.087709 0.430007 0.1212 -0.1261 -0.0210
O 2.795649 1.050753 0.454153 0.2951 0.0079 0.2102
N 3.706793 -0.689955 -0.676842 0.3683 -0.2090 0.2192
C 4.100755 -2.085708 -0.714850 0.1609 -0.0090 -0.0543
C 3.106964 -3.001163 -1.511135 0.1244 0.1372 0.1290
O 3.613937 -3.836066 -2.285901 0.0122 -0.0335 0.0575
O 1.881385 -2.815541 -1.272094 0.3543 -0.7086 0.0446
H 3.281191 1.118739 2.509866 -0.0262 0.0305 -0.0147
H 4.774258 0.608942 2.757715 0.0313 -0.0047 0.0196
H 2.651461 -1.264225 2.075088 -0.0064 0.0431 0.0246
H 4.376961 -1.438505 1.866191 0.0230 0.0267 -0.0410
H 4.196985 -2.564892 0.271458 0.0086 -0.0053 -0.0005
H 5.069516 -2.184614 -1.214218 -0.0096 0.0015 0.0038
O -1.896559 -0.181564 2.126224 -0.0913 0.0118 0.0425
C -2.055283 0.922705 2.990181 -0.0045 0.0305 0.0191
C -0.839338 1.178925 3.874137 -0.0008 -0.0247 0.0381
C 0.484818 1.343922 3.119048 0.0580 0.0009 0.0315
C 0.449522 2.389954 2.043407 -0.0627 -0.0931 -0.2136
C 1.031262 3.643368 2.170010 0.0077 0.0392 0.0929
C 0.977035 4.528400 1.103721 0.0241 0.0575 0.0074
C 0.348756 4.138557 -0.065361 0.0399 -0.1931 0.1093
C -0.205808 2.864374 -0.104774 -0.0260 0.0320 -0.2717
N -0.172497 2.021705 0.917441 -0.0842 -0.0561 0.1121
H -1.484813 0.152981 1.313992 0.1097 -0.0262 -0.0468
H -2.922070 0.721922 3.630004 0.0303 -0.0511 -0.0257
H -2.286095 1.823213 2.414349 -0.0056 0.0326 -0.0197
H -0.721533 0.349051 4.577576 -0.0331 -0.0199 -0.0230
H -1.051280 2.074243 4.472827 0.0517 0.0193 -0.0127
H 0.752268 0.409021 2.623487 -0.0607 -0.0340 0.0513
H 1.280449 1.547913 3.837808 0.0195 0.0714 -0.0420
H 1.545016 3.905673 3.087066 0.0058 0.0036 -0.0072
H 1.444263 5.503607 1.183767 -0.0017 -0.0030 -0.0074
H 0.310420 4.766815 -0.944449 0.0111 0.0546 0.0296
H -0.668044 2.483282 -1.011055 -0.0905 0.0163 0.0029
Cl -1.394765 1.219863 -5.464131 0.0149 0.0246 0.0116
C -2.098817 -0.061790 -4.504471 -0.0989 -0.0262 -0.1476
C -2.908402 -0.990093 -5.154655 0.0349 0.0385 -0.0172
C -3.499920 -2.008941 -4.462905 0.0483 0.0498 0.1324
Cl -4.520174 -3.153697 -5.314649 -0.0356 -0.0318 -0.0557
C -3.291231 -2.143753 -3.068308 -0.1331 -0.2381 0.0396
C -3.855146 -3.179167 -2.287182 0.0387 0.0520 -0.0210
C -3.594928 -3.230885 -0.948267 0.0359 0.0428 0.0499
C -2.769286 -2.245412 -0.376494 0.0498 0.0137 0.0472
N -2.227015 -1.273956 -1.068684 -0.0869 -0.0239 -0.0577
C -2.469185 -1.205547 -2.397377 0.0776 0.2903 -0.2021
C -1.832918 -0.076744 -3.118400 -0.0511 -0.0122 0.3113
O -1.113025 0.752029 -2.515697 -1.0384 0.5263 -0.6208
H -3.063082 -0.893895 -6.221526 -0.0114 -0.0150 0.0009
H -4.480299 -3.922764 -2.763353 -0.0020 0.0024 -0.0106
H -4.003230 -4.015201 -0.323224 -0.0147 -0.0106 -0.0203
H -2.550666 -2.255418 0.686665 -0.0052 -0.0094 -0.0022
```
Forces are in eV/Å.

=====

Q: What is the maximum force in the first record?
A: 1.3 eV/A

=====

Q: What is the net charge in the first record?
A: -1

=====

Q: Number 1 is which compound?
A: C12H14CoN2O5